# 1
{
  "formula": "C18H24CuO3PS2",
  "method": "ωB97M-V/def2-TZVPD",
  "orbital_gap_ev": 7.801,
  "total_energy_ha": -3704.254566,
  "homo_energy_ha": -0.26190,
  "fmax_ev_per_a": 1.0,
  "species": ["Cu", "C", "O", "C", "C", "O", "C", "C", "O", "C", "H", "H", "H", "H", "H", "H", "H", "H", "H", "H", "H", "H", "H", "H", "S", "P", "S", "C", "C", "C", "C", "C", "C", "C", "C", "C", "C", "C", "C", "H", "H", "H", "H", "H", "H", "H", "H", "H", "H"],
  "xyz": [[0.2459, 0.7309, -0.4534], [-2.5963, 1.8864, -1.1558], [-1.9327, 0.6402, -1.1080], [-2.5386, -0.2647, -0.2152], [-1.7045, -1.5357, -0.2043], [-0.4556, -1.2083, 0.3542], [0.5326, -2.2047, 0.2362], [1.8514, -1.5442, 0.6404], [2.1750, -0.4705, -0.2093], [2.7243, -0.8246, -1.4637], [-3.6042, 1.7715, -1.5697], [-2.0033, 2.5273, -1.8065], [-2.6629, 2.3305, -0.1568], [-3.5598, -0.4969, -0.5446], [-2.5661, 0.1616, 0.7981], [-1.5784, -1.9029, -1.2319], [-2.1926, -2.3076, 0.4063], [0.5864, -2.5688, -0.7991], [0.2990, -3.0544, 0.8943], [2.6512, -2.2930, 0.6659], [1.7122, -1.0935, 1.6257], [3.7074, -1.2939, -1.3402], [2.8173, 0.1135, -2.0116], [2.0740, -1.4962, -2.0308], [0.6493, 2.2289, -2.2685], [1.2091, 3.2332, -0.6357], [0.8504, 2.3732, 1.1235], [2.9622, 3.7184, -0.8298], [3.6700, 4.2182, 0.2532], [4.9521, 4.7045, 0.0652], [5.5197, 4.7092, -1.1993], [4.8163, 4.1942, -2.2751], [3.5397, 3.6983, -2.0911], [0.4646, 4.9135, -0.6315], [-0.5561, 5.2011, 0.2621], [-1.0815, 6.4790, 0.3203], [-0.5997, 7.4663, -0.5222], [0.4181, 7.1801, -1.4188], [0.9498, 5.9053, -1.4773], [3.2051, 4.2289, 1.2323], [5.5094, 5.0863, 0.9089], [6.5090, 5.1182, -1.3453], [5.2532, 4.1817, -3.2622], [2.9703, 3.3093, -2.9227], [-0.9166, 4.4279, 0.9289], [-1.8524, 6.7134, 1.0404], [-1.0157, 8.4614, -0.4742], [0.8060, 7.9615, -2.0580], [1.7473, 5.6782, -2.1745]],
  "forces_ev_per_angstrom": [[0.12, 0.28, -0.04], [-0.11, 0.28, -0.13], [-0.12, -0.34, 0.11], [0.00, -0.39, 0.02], [-0.51, 0.14, -0.03], [0.09, 0.18, -0.01], [0.48, -0.09, 0.06], [-0.39, -0.28, 0.07], [0.01, -0.09, -0.08], [0.20, 0.10, -0.14], [0.01, -0.05, 0.04], [-0.08, -0.01, 0.11], [0.04, 0.01, -0.01], [0.01, -0.01, 0.09], [-0.07, -0.03, -0.08], [-0.01, 0.00, 0.08], [-0.03, 0.05, -0.12], [-0.08, 0.00, 0.07], [0.09, 0.09, -0.06], [0.02, 0.06, 0.05], [0.14, -0.14, 0.02], [-0.05, 0.03, 0.03], [0.06, -0.14, -0.04], [-0.03, -0.01, 0.00], [0.02, -0.15, -0.27], [0.33, 0.87, -0.22], [-0.04, -0.06, 0.31], [-0.28, -0.30, 0.02], [-0.04, -0.03, 0.07], [0.03, 0.08, 0.16], [0.08, -0.01, -0.03], [0.13, 0.07, -0.06], [-0.07, -0.06, 0.03], [0.01, -0.40, 0.11], [-0.01, -0.03, 0.04], [-0.10, 0.15, 0.01], [-0.05, 0.05, 0.05], [-0.01, 0.11, -0.07], [0.00, -0.09, -0.07], [0.06, -0.02, 0.01], [0.03, 0.06, 0.04], [0.10, -0.02, 0.00], [0.09, 0.03, -0.09], [0.00, -0.07, -0.06], [0.05, 0.00, 0.01], [-0.10, 0.00, 0.01], [0.00, 0.12, 0.01], [0.01, 0.00, -0.07], [-0.01, 0.06, 0.03]]
}

***

# 2
{
  "formula": "C7H10N",
  "method": "ωB97M-V/def2-TZVPD",
  "smiles": "CC/C=C\\C#CC=[NH2+]",
  "orbital_gap_ev": [7.848, 7.849],
  "total_energy_ha": -327.110596,
  "charge": 1,
  "e_above_lowest_ev": 2.460,
  "homo_energy_ha": [-0.49870, -0.49871],
  "fmax_ev_per_a": 5.0,
  "species": ["C", "C", "C", "C", "C", "C", "C", "N", "H", "H", "H", "H", "H", "H", "H", "H", "H", "H"],
  "xyz": [[-1.3289, -0.2464, -1.1841], [-0.6200, -0.2121, -2.1829], [-2.0918, -0.3474, -0.0195], [-1.4410, -0.1813, 1.1765], [0.5661, -0.1599, -2.8704], [0.1038, -0.0178, 1.2336], [0.5221, 0.3872, 2.6354], [0.7070, 0.0150, -4.2068], [-3.0901, -0.6408, -0.2336], [-1.9485, -0.2293, 2.1170], [1.3798, -0.5699, -2.3822], [0.4495, -0.9418, 0.9687], [1.5899, 0.4421, 2.5677], [0.1098, -0.2445, 3.4666], [0.1593, 1.3675, 2.6483], [0.5339, 0.7554, 0.6131], [0.0516, 0.2151, -4.9634], [1.6212, -0.0142, -4.5281]],
  "forces_ev_per_angstrom": [[0.66, -0.14, -0.49], [0.00, 0.55, 0.73], [1.05, 0.10, 0.67], [1.03, 0.11, -2.19], [-2.69, -0.29, -4.15], [-2.76, 1.50, 1.58], [-0.24, -1.42, -0.33], [-1.00, 0.04, 2.46], [-1.03, 0.15, 0.64], [-0.43, -0.08, 0.33], [2.07, -0.03, 0.98], [1.27, -2.53, -0.89], [0.68, -0.11, 0.84], [0.64, 0.62, -0.82], [-0.47, 1.66, 1.08], [-0.34, 0.01, -0.77], [-0.49, 0.05, 1.04], [2.04, -0.20, -0.70]]
}

***

# 3
{
  "formula": "C12H12BCl4O3",
  "method": "ωB97M-V/def2-TZVPD",
  "orbital_gap_ev": 4.085,
  "total_energy_ha": -2555.968689,
  "charge": -1,
  "homo_energy_ha": -0.13765,
  "fmax_ev_per_a": 2.7,
  "species": ["C", "C", "C", "C", "C", "O", "O", "H", "H", "H", "H", "H", "H", "H", "Cl", "B", "Cl", "Cl", "O", "C", "C", "C", "C", "C", "Cl", "C", "C", "H", "H", "H", "H", "H"],
  "xyz": [[-3.2094, 1.8235, -0.3511], [-1.9741, 2.7004, -0.3233], [-0.7081, 2.0100, -0.2161], [0.5256, 2.7197, -0.4332], [1.7762, 1.8683, -0.5237], [0.6199, 3.9507, -0.5419], [-2.1138, 3.9289, -0.3876], [-2.9788, 0.7568, -0.3103], [-3.8429, 2.0670, 0.5087], [-3.7930, 2.0367, -1.2555], [-0.7273, 0.9388, -0.1210], [1.5595, 0.8028, -0.6380], [2.3869, 2.1977, -1.3738], [2.3791, 2.0170, 0.3820], [-3.7804, -0.8415, 1.9690], [-2.0028, -0.5599, 2.4142], [-1.6984, 1.2609, 2.7894], [-1.4512, -1.5906, 3.8671], [-1.2064, -0.9375, 1.2185], [0.0293, -0.6231, 1.0222], [0.8267, -1.5073, 0.1960], [2.2332, -1.5190, 0.3370], [3.0308, -2.2136, -0.5627], [2.4238, -2.9522, -1.5931], [3.3973, -3.7300, -2.7703], [1.0226, -3.0496, -1.6707], [0.2281, -2.3609, -0.7630], [0.5249, 0.0582, 1.7231], [2.6819, -0.9521, 1.1535], [4.1189, -2.1886, -0.4954], [0.5763, -3.6646, -2.4486], [-0.8543, -2.4470, -0.8011]],
  "forces_ev_per_angstrom": [[-0.41, -0.09, 0.00], [0.33, 0.41, 0.50], [0.36, 1.26, -0.68], [-1.03, 0.19, 0.31], [0.59, -0.09, -0.09], [0.55, -0.68, -0.07], [-0.19, -0.80, -0.11], [-0.03, 0.08, -0.04], [0.10, -0.02, -0.10], [0.14, -0.02, 0.10], [0.08, -0.15, -0.66], [0.03, 0.22, -0.05], [-0.13, -0.02, 0.15], [-0.04, -0.04, -0.08], [0.40, -0.19, 0.17], [-0.69, 1.33, 0.76], [-0.12, -0.71, 0.13], [0.01, -0.05, -0.38], [1.91, -0.14, -0.91], [-1.28, -1.51, 1.83], [0.24, -0.26, -0.80], [-0.41, 0.30, -0.24], [-0.14, -0.35, -0.17], [-0.78, 0.70, 0.86], [0.17, -0.18, -0.17], [0.37, -0.06, 0.15], [0.39, 0.43, 0.10], [-0.29, 0.16, -0.33], [-0.03, -0.01, -0.35], [-0.35, 0.00, 0.04], [0.07, 0.13, 0.18], [0.16, 0.15, -0.07]]
}

***

# 4
{
  "formula": "C6H11NO",
  "method": "ωB97M-V/def2-TZVPD",
  "smiles": "N/C=C/CCCC=O",
  "orbital_gap_ev": 9.608,
  "total_energy_ha": -365.133718,
  "e_above_lowest_ev": 2.660,
  "homo_energy_ha": -0.31534,
  "fmax_ev_per_a": 4.1,
  "species": ["O", "C", "C", "C", "C", "N", "C", "C", "H", "H", "H", "H", "H", "H", "H", "H", "H", "H", "H"],
  "xyz": [[2.6112, -1.6960, -1.9818], [1.5517, -1.1099, -1.9351], [0.3265, -1.4314, -1.1030], [0.7266, -1.3242, 0.4172], [0.7779, 0.1843, 0.7906], [-2.5527, 2.1189, 0.6889], [-1.2678, 1.5135, 0.3147], [-0.4709, 0.8017, 1.1712], [1.4066, -0.1687, -2.4825], [0.1200, -2.5294, -1.2882], [-0.5954, -1.0072, -1.4781], [1.5958, -1.8940, 0.7824], [0.0968, -1.9202, 0.9696], [1.0860, 0.7331, -0.2590], [1.5299, 0.3515, 1.5929], [-2.4349, 3.1046, 0.6046], [-2.8363, 1.8125, 1.6539], [-0.9503, 1.7216, -0.6883], [-0.7207, 0.7389, 2.2301]],
  "forces_ev_per_angstrom": [[-1.12, 0.15, 0.27], [0.08, 0.50, -0.11], [1.56, -3.71, 0.67], [0.46, 1.29, -1.24], [2.13, 0.14, -2.50], [1.33, -2.12, 0.49], [-0.30, -0.45, 2.81], [-2.48, 1.64, -0.77], [0.35, 0.23, -0.54], [0.39, 0.80, 0.17], [0.04, 1.01, 0.51], [0.77, 0.64, -1.41], [-2.70, -0.58, 1.43], [-0.09, -1.10, 2.75], [-0.23, 0.07, -0.76], [-0.37, 0.78, 0.23], [0.53, 0.78, -1.39], [0.05, 0.01, -0.45], [-0.40, -0.07, -0.16]]
}